# 1
Density functional theory data (ωB97M-V/def2-TZVPD) for a molecular structure, C4H7CrO2 in a non-equilibrium geometry.

Last column: Mulliken spin population.
Atoms and positions in Å:
1 H -0.445836 -1.123085 1.296859  -0.077
2 O 1.980690 -1.316097 0.880429  0.014
3 C 0.752084 -0.960214 0.354320  0.041
4 C 0.694689 0.319971 -0.244197  -0.014
5 C -0.343667 0.637683 -1.294307  0.024
6 C -0.833566 1.415247 -0.109546  0.002
7 O -1.791666 1.020266 0.651137  0.024
8 Cr -2.369488 -0.444739 1.744367  5.002
9 H 2.050952 -2.272422 0.941212  0.000
10 H 0.270441 -1.762818 -0.221518  -0.025
11 H 1.601734 0.928478 -0.208473  0.003
12 H -0.987001 -0.203994 -1.570487  0.005
13 H 0.017764 1.268879 -2.114976  0.002
14 H -0.597132 2.492845 -0.104819  -0.001

Cartesian forces (eV/Å) of the 2 atoms listed first:
H 1.5 0.4 -0.4
O -0.3 0.3 0.4

The value obtained for the orbital gap (alpha / beta) is 0.2255 / 0.2392 Ha. The spin multiplicity is 6.

# 2
Density functional theory data (ωB97M-V/def2-TZVPD) for 2 unconnected molecules or ions with the total composition C11H14BrP in a non-equilibrium geometry.

Last column: natural (NBO) charge in e.
Atoms and positions in Å:
1 C 0.146338 -1.807705 0.759382  -0.242
2 C 2.208198 -0.937214 -0.173908  -0.222
3 C 1.533358 -1.623172 0.841385  0.014
4 C -0.627125 -1.288459 -0.288885  -0.003
5 C 1.475457 -0.414845 -1.238874  -0.030
6 C 0.067819 -0.591507 -1.275200  -0.248
7 C -1.501684 1.578345 -2.110494  -0.556
8 C 2.144654 -2.098681 2.127247  -0.624
9 C -2.150082 -1.633666 -0.556228  -0.611
10 C 2.168769 0.349260 -2.399347  -0.652
11 C -3.123206 4.506748 0.342281  -0.496
12 P -0.963480 0.131140 -2.680514  0.606
13 Br -1.622454 2.224940 -0.391640  0.189
14 H -0.488336 -2.337472 1.390454  0.206
15 H 3.382987 -0.768095 -0.184976  0.217
16 H 3.137093 -1.737260 2.325713  0.213
17 H 1.552826 -1.981292 2.970689  0.219
18 H 2.305269 -3.080956 1.914253  0.221
19 H -2.290267 -2.764616 -0.184075  0.214
20 H -2.738400 -1.024409 0.113912  0.228
21 H -2.280656 -1.524359 -1.536400  0.201
22 H 1.960735 -0.210880 -3.423794  0.234
23 H 1.740910 1.350426 -2.396489  0.227
24 H 3.129196 0.684763 -2.145370  0.224
25 H -2.238842 4.836759 0.668987  0.149
26 H -3.184407 4.874366 -0.578916  0.159
27 H -3.844886 4.254601 0.971889  0.162

Cartesian forces (eV/Å) of the 2 atoms listed first:
C -0.3 1.2 -2.2
C 1.7 0.3 -0.3

The value obtained for the orbital gap (alpha / beta) is 0.3228 / 0.2526 Ha.

# 3
Density functional theory data (ωB97M-V/def2-TZVPD) for a molecular structure, C3H6ClN2 in a non-equilibrium geometry.

Last column: natural (NBO) charge in e.
Atoms and positions in Å:
1 C 0.243156 -0.564223 -0.781028  0.215
2 C 0.392761 0.091001 0.549100  -0.205
3 C -0.911010 -1.264908 -0.161790  -0.194
4 N 0.867243 -0.458686 -1.771542  -0.520
5 N 0.141550 1.513414 0.707583  -0.637
6 Cl -0.648224 -2.803730 0.624860  0.103
7 H 0.934590 -0.443717 1.242513  0.247
8 H -1.919701 -0.806875 -0.036268  0.256
9 H 0.801693 -0.896463 -2.706402  0.415
10 H 0.461516 2.045433 0.009334  0.429
11 H 0.507976 1.875357 1.546235  0.449
12 H -0.871549 1.713395 0.777404  0.443

Cartesian forces (eV/Å) of the 2 atoms listed first:
C -3.0 -0.6 4.4
C -2.4 -2.0 -2.5

As for the net charge: +1. The value obtained for the orbital gap is 0.3513 Ha.

# 4
Density functional theory data (ωB97M-V/def2-TZVPD) for a single C5H8O2 molecule in a non-equilibrium geometry.

Last column: natural (NBO) charge in e.
Atoms and positions in Å:
1 C -1.521104 -0.533997 -1.237374  -0.640
2 C -0.317437 -0.259620 -0.440317  -0.015
3 C 0.356718 -1.623558 -0.056044  -0.638
4 C -0.100095 0.856585 0.220392  0.074
5 O 1.213534 0.806298 0.916147  -0.505
6 C 1.548760 1.989112 1.425507  0.644
7 O 0.791287 2.928792 1.642042  -0.598
8 H -2.089260 -1.217968 -0.678420  0.219
9 H -1.368930 -1.088188 -2.229080  0.222
10 H -2.103649 0.380875 -1.641132  0.221
11 H 1.364202 -1.464692 0.401422  0.236
12 H -0.263200 -2.258110 0.486850  0.218
13 H 0.527749 -2.218893 -0.992033  0.210
14 H -0.642137 1.739001 0.254459  0.225
15 H 2.603563 1.964363 1.927581  0.127

Cartesian forces (eV/Å) of the 2 atoms listed first:
C -0.9 1.6 -3.6
C -0.3 -2.3 0.9

The SMILES is CC(C)=COC=O. The value obtained for the orbital gap is 0.3794 Ha.